{"formula": "C4H4O2", "method": "ωB97M-V/def2-TZVPD", "homo_ev": -10.3, "de_lowest_ev": 1.4428, "gap_ev": 11.05, "total_charge": 0, "smiles": "CC#CC(=O)O", "e_lumo_ev": 0.8, "elements": ["C", "C", "C", "C", "O", "O", "H", "H", "H", "H"], "positions_angstrom": [[-1.24870, 1.86157, -0.40632], [-0.43134, 0.61353, 0.13629], [0.17934, -0.36980, 0.49907], [0.97354, -1.53698, 0.13097], [1.16367, -1.90676, -0.98374], [1.50109, -2.10562, 1.24718], [-0.94097, 2.70939, 0.20446], [-2.29528, 1.75002, -0.25948], [-1.07812, 1.79089, -1.48598], [2.17677, -2.80623, 0.91754]], "forces_ev_per_a": [[2.1, -2.8, 1.2], [-1.5, 1.4, -0.3], [-0.6, 0.8, -1.5], [0.1, 0.3, 1.8], [0.2, -0.3, -0.5], [1.7, -1.6, -1.3], [0.3, 0.3, -0.8], [-0.9, -0.5, 0.3], [0.3, 0.9, 0.3], [-1.7, 1.5, 0.8]], "mulliken_charge": [-0.99, 0.50, -0.29, 0.48, -0.48, -0.44, 0.30, 0.31, 0.26, 0.35]}

=====

{"formula": "C4H4O2", "method": "ωB97M-V/def2-TZVPD", "homo_ev": -10.6, "de_lowest_ev": 2.0067, "gap_ev": 11.47, "total_charge": 0, "smiles": "C#CCOC=O", "e_lumo_ev": 0.9, "elements": ["C", "C", "C", "O", "C", "O", "H", "H", "H", "H"], "positions_angstrom": [[2.08682, -0.84641, 0.03075], [1.23065, -0.03764, -0.21905], [0.12975, 0.90209, -0.46829], [-1.09873, 0.20306, -0.62304], [-1.68319, -0.40695, 0.44124], [-2.26686, 0.16100, 1.31436], [2.85712, -1.55189, 0.25741], [0.25692, 1.41716, -1.42195], [0.08547, 1.65962, 0.32302], [-1.59797, -1.50003, 0.36556]], "forces_ev_per_a": [[-0.3, 0.4, -0.1], [0.5, -0.4, 0.2], [0.1, 0.2, -0.1], [-0.2, -0.1, -0.3], [-0.2, 0.1, 0.4], [0.4, -0.1, -0.3], [-0.2, 0.1, -0.1], [0.2, 0.0, 0.1], [-0.1, -0.2, 0.0], [-0.1, 0.0, 0.0]], "mulliken_charge": [0.12, -0.33, -0.53, -0.32, 0.18, -0.44, 0.39, 0.26, 0.31, 0.37]}

=====

{"formula": "C4H4O2S", "method": "ωB97M-V/def2-TZVPD", "homo_ev": -10.6, "de_lowest_ev": 5.4236, "gap_ev": 9.76, "total_charge": 0, "e_lumo_ev": -0.9, "elements": ["C", "C", "C", "C", "O", "O", "S", "H", "H", "H", "H"], "positions_angstrom": [[-3.01017, 2.82727, -0.70633], [-2.66907, 1.88272, -1.39252], [0.89776, -1.87818, 1.99213], [1.99653, -1.42428, 1.77567], [2.79251, -0.27056, -1.36237], [0.87441, -1.79387, -1.39526], [1.58338, -0.74170, -0.73530], [-3.08838, 3.69905, -0.06375], [-0.04458, -2.29968, 1.87483], [-2.33593, 0.99004, -1.90651], [3.00354, -0.99083, 1.91941]], "forces_ev_per_a": [[1.0, -0.9, -0.6], [-0.4, 0.9, 1.0], [1.7, 0.5, -0.7], [0.7, 0.1, 1.8], [-0.3, -0.3, 0.4], [-0.1, -0.2, 0.1], [0.2, 0.9, -1.4], [-0.3, -0.6, -0.5], [-1.1, -0.4, 0.2], [-0.4, 0.6, 0.2], [-1.2, -0.5, -0.5]], "mulliken_charge": [-0.28, -0.43, -0.09, -0.69, -0.43, -0.39, 0.75, 0.34, 0.44, 0.37, 0.41]}

=====

{"formula": "C4H4O2S", "method": "ωB97M-V/def2-TZVPD", "homo_ev": -8.3, "de_lowest_ev": 2.5687, "gap_ev": 8.34, "total_charge": 0, "e_lumo_ev": 0.0, "elements": ["C", "C", "C", "C", "O", "O", "S", "H", "H", "H", "H"], "positions_angstrom": [[-0.33318, -1.24781, 0.22110], [-1.52245, -0.69010, 0.06892], [0.70853, -0.08732, 0.01557], [-0.16573, 1.08070, -0.27780], [3.20926, 0.68119, -0.02386], [-1.49127, 0.63587, -0.14023], [2.28723, -0.44490, 0.18850], [-0.19448, -2.24080, 0.40606], [-2.52026, -1.11335, 0.24238], [0.00202, 1.73537, 0.47410], [0.02034, 1.69115, -1.17474]], "forces_ev_per_a": [[1.3, 3.5, -0.9], [-0.4, 0.1, 0.7], [-1.2, -3.3, -0.1], [0.7, -0.9, -1.3], [0.1, 0.3, -0.1], [-1.4, 0.5, -0.8], [-0.8, 0.2, -0.1], [0.8, -2.3, 0.5], [0.6, 0.2, -0.4], [0.5, 2.4, 2.6], [-0.2, -0.8, -0.2]], "mulliken_charge": [-0.36, -0.42, 0.38, -0.38, -0.54, -0.36, 0.22, 0.49, 0.38, 0.28, 0.31]}

=====

{"formula": "C4H4O2S", "method": "ωB97M-V/def2-TZVPD", "homo_ev": -9.6, "de_lowest_ev": 1.9428, "gap_ev": 8.92, "total_charge": 0, "smiles": "O=C/C=C\\OC=S", "e_lumo_ev": -0.7, "elements": ["O", "C", "C", "C", "O", "C", "S", "H", "H", "H", "H"], "positions_angstrom": [[-3.60436, 0.11522, -0.47414], [-2.41827, 0.31641, -0.20648], [-1.54710, -0.76830, 0.26459], [-0.26364, -0.57505, 0.58421], [0.35884, 0.67281, 0.51440], [1.66930, 0.84962, 0.16664], [2.68602, -0.33986, -0.40280], [-1.97574, 1.34500, -0.31908], [-2.01705, -1.71908, 0.34221], [0.38618, -1.34747, 0.95444], [1.95258, 1.91905, 0.29146]], "forces_ev_per_a": [[1.9, 0.4, 0.4], [-1.7, 0.3, -0.6], [0.8, 1.4, 0.0], [0.4, 0.1, -0.2], [0.1, 0.4, -0.2], [0.3, -1.7, -0.5], [-1.3, 1.7, 0.8], [-0.2, -0.7, 0.1], [0.0, -0.7, 0.2], [0.2, -0.3, 0.0], [-0.4, -0.9, 0.0]], "mulliken_charge": [-0.50, 0.03, -0.27, -0.13, -0.27, -0.03, -0.23, 0.32, 0.35, 0.43, 0.32]}

=====

{"formula": "C4H4O2S", "method": "ωB97M-V/def2-TZVPD", "homo_ev": -8.9, "de_lowest_ev": 4.5997, "gap_ev": 8.98, "total_charge": 0, "smiles": "S=C1CC=COO1", "e_lumo_ev": 0.1, "elements": ["S", "C", "C", "C", "C", "O", "O", "H", "H", "H", "H"], "positions_angstrom": [[3.52628, 0.57221, -0.12742], [2.06957, -0.07391, 0.01113], [0.69106, 0.55323, 0.43903], [-0.40983, -0.20518, -0.24229], [-0.11375, -1.48316, -0.41050], [0.97106, -2.08328, 0.20176], [2.18104, -1.37165, 0.15418], [0.77785, 1.59250, 0.23112], [0.52899, 0.37083, 1.58026], [-1.32019, 0.12740, -0.59688], [-0.87661, -2.09580, -0.87378]], "forces_ev_per_a": [[0.5, 1.5, -0.6], [-0.8, 1.0, 2.2], [0.6, -1.2, 1.1], [2.7, -0.9, 0.3], [-0.9, 0.3, 0.6], [-2.0, -1.4, -0.4], [0.0, -0.9, -0.7], [-0.2, 0.8, -0.1], [0.8, 0.5, -1.8], [-1.5, 1.1, -0.7], [0.7, -0.9, 0.1]], "mulliken_charge": [-0.31, 0.31, -0.49, -0.33, -0.19, -0.27, -0.10, 0.34, 0.22, 0.44, 0.38]}